C11H14N2O2Sm as an isolated structure in a non-equilibrium geometry. Source: the Open Molecules 2025 dataset; level of theory: wB97M-V/def2-TZVPD.

```
30
Properties=species:S:1:pos:R:3:forces:R:3
C -0.179852 2.264884 -2.071649 -0.923 0.060 0.230
C -0.728116 3.069219 -1.027075 0.017 -0.568 -0.426
C -1.842707 2.377772 -0.474378 -0.088 -0.175 -0.441
C -1.999687 1.151848 -1.186205 0.423 0.698 -0.270
C -0.957047 1.074222 -2.165930 -0.527 0.847 0.302
Sm 0.228574 0.741661 0.165162 0.544 0.283 -1.340
N 1.777192 0.003768 -0.838738 0.294 0.172 0.210
C 2.470374 1.642244 1.071392 0.566 0.378 0.362
C 1.558304 2.632528 1.290757 0.715 0.187 0.500
H -2.433215 2.693647 0.385694 0.067 -0.001 -0.276
H -0.350918 4.038111 -0.718992 -0.090 -0.114 -0.003
H -2.699742 0.363147 -0.962051 -0.045 0.061 -0.083
H -0.787491 0.253688 -2.850442 -0.001 0.078 0.143
H 0.660462 2.526843 -2.705739 -0.065 -0.142 0.252
H 1.539913 3.545149 0.691533 0.009 -0.359 0.189
H 3.250648 1.716926 0.317720 -0.215 0.117 0.301
H 2.495151 -0.642851 -1.153485 0.154 0.153 -0.160
H 0.812070 2.579427 2.100870 0.439 0.015 -0.238
H 2.515597 0.738200 1.696982 -0.017 0.414 -0.271
O -2.187874 -1.852695 -0.889088 0.434 -0.888 0.724
C -1.341579 -2.241339 -0.089777 0.871 0.751 0.339
C -1.174743 -3.641554 0.488147 -0.492 -0.285 -0.341
C 0.065137 -3.582508 1.352452 0.525 -0.098 0.325
C 0.549386 -2.147533 1.232085 0.319 1.530 -0.357
O 1.562441 -1.604167 1.732649 -1.883 -1.340 -0.215
N -0.340453 -1.456824 0.449741 -0.999 -1.250 0.446
H -2.070370 -3.862937 1.069978 -0.066 -0.196 -0.144
H -1.082532 -4.353810 -0.332675 -0.177 -0.084 0.066
H -0.154691 -3.762596 2.406453 0.164 -0.198 -0.015
H 0.845768 -4.264468 1.014609 0.045 -0.049 0.194
```
Positions in Å, forces in eV/Å.

For the energy, the calculation gives -1345.5050 Ha. As for the gap between HOMO and LUMO (spin up / spin down): 5.672 / 5.874 eV. The value obtained for the energy relative to the best compared isomer or geometry (same formula, charge and spin) is 0.0 kJ/mol. Its charge is -1. As for the spin multiplicity: 6.